No. 1
Entry from OMol25: the molecule C4H10N2S2 at a distorted geometry (ωB97M-V with the def2-TZVPD basis set).

```
18
Properties=species:S:1:pos:R:3:mulliken_charge:R:1
C 0.89325 0.52124 -1.36993 -1.148
N 0.31341 0.73155 -0.04347 -0.105
C 1.40486 0.73561 0.88502 -0.988
N -0.49402 -0.41998 0.35884 0.164
C -0.12873 -1.77825 0.10327 -0.966
C -1.86243 -0.01780 0.19258 0.141
S -3.16802 -1.04653 0.22229 -0.276
S -1.86059 1.72407 0.12329 -0.183
H 0.01977 0.62543 -2.00347 0.316
H 1.50372 1.38513 -1.50234 0.436
H 1.35571 -0.41025 -1.48565 0.437
H 1.89795 1.72117 0.96810 0.337
H 1.06344 0.43066 2.01904 0.266
H 2.15931 0.04227 0.61950 0.404
H -0.53858 -1.90931 -0.93851 0.415
H 0.93537 -1.84800 0.18047 0.354
H -0.43889 -2.53537 0.86533 0.238
H -3.05556 2.04835 0.80564 0.155
```

Values from the calculation:
Charge = 0
HOMO = -8.263 eV
Structure (SMILES) = CN(C)N(C)C(=S)S
DFT total energy = -28958.065 eV
Relative energy (zero: lowest compared OMol25 entry of this formula, charge and spin) = 67.8 kcal per mole
F_max = 0.0851 Eh/bohr



No. 2
Entry from OMol25: the ion C4H10N3 with charge +1 at a distorted geometry (ωB97M-V with the def2-TZVPD basis set).

```
17
Properties=species:S:1:pos:R:3:mulliken_charge:R:1
C 2.22270 -0.17130 -0.17962 -1.356
C 0.71197 -0.09985 -0.19103 0.568
N -0.07854 -0.79942 0.79563 -0.326
C -1.34383 -1.25996 0.32305 -0.363
N -1.94612 -0.14209 -0.50773 -0.360
C -1.39936 1.04061 -0.01250 -0.557
N -0.07066 0.64259 0.70845 0.101
H 2.45469 -0.39337 -1.17789 0.389
H 2.64960 -1.02492 0.40851 0.326
H 2.81817 0.77145 0.02204 0.324
H 0.31733 -0.10234 -1.16901 0.252
H -2.10630 -1.46192 1.14071 0.279
H -1.19740 -2.19744 -0.23638 0.351
H -1.79228 -0.17496 -1.51557 0.350
H -1.06187 1.68564 -0.84321 0.392
H -2.00221 1.67257 0.74410 0.299
H 0.31928 1.16701 1.49378 0.332
```

Values from the calculation:
Charge = +1
HOMO = -14.714 eV
Structure (SMILES) = C[C@H]1N2CNC[N@H+]12
DFT total energy = -8771.215 eV
Relative energy (zero: lowest compared OMol25 entry of this formula, charge and spin) = 78.0 kcal per mole
F_max = 0.0629 Eh/bohr